# 1
The following is a quantum chemistry calculation of a molecular structure, C21H32NO2P2Rh in a non-equilibrium geometry, from OMol25.

As for the gap between HOMO and LUMO (alpha / beta): 3.5382 / 5.8141 eV. Its spin multiplicity is 5. The largest force on an atom comes out at 3.9 eV/Å. The relative energy (zero: lowest compared OMol25 entry of this formula, charge and spin) comes out at 0.728 eV. The HOMO energy (alpha / beta) comes out at -3.51 / -7.14 eV.

Last column: Mulliken spin population.
Cartesian coordinates (Å):
1 C -1.277 -3.785 -1.211  -0.156
2 C -0.919 -2.564 -0.607  0.285
3 N -1.017 -1.429 -1.351  0.242
4 C -1.334 -1.507 -2.658  0.040
5 C -1.696 -2.701 -3.277  0.017
6 C -1.639 -3.872 -2.545  0.363
7 C -0.190 -2.743 0.743  0.036
8 P -0.294 -1.968 2.417  0.044
9 Rh -0.819 0.720 -0.699  0.926
10 P -0.261 1.038 -2.723  0.105
11 C -1.287 -0.268 -3.520  0.018
12 O 5.356 -4.725 1.503  0.001
13 O 2.291 -2.243 -0.756  -0.010
14 H -1.204 -4.697 -0.619  -0.015
15 H -1.994 -2.663 -4.321  0.002
16 H -1.856 -4.827 -3.011  0.047
17 C -0.953 -0.306 2.479  0.033
18 C -1.302 -3.005 3.508  0.017
19 H -0.868 -0.490 -4.509  0.016
20 H -2.298 0.135 -3.677  0.034
21 H 0.852 -2.743 0.503  0.010
22 H -0.474 -3.769 1.050  -0.011
23 C -0.558 2.497 -3.721  0.021
24 C 1.442 0.505 -3.038  0.035
25 H 0.983 -2.070 3.046  0.002
26 H 3.164 -2.239 -0.321  0.002
27 H 5.362 -4.754 2.450  0.000
28 H 5.101 -5.627 1.241  0.000
29 H -1.318 2.082 -1.277  -0.030
30 H 2.501 -2.454 -1.707  0.005
31 H -1.630 -0.179 3.340  0.004
32 H -0.119 0.402 2.567  -0.021
33 H -1.513 -0.090 1.544  0.067
34 H -2.054 -3.565 2.933  -0.006
35 H -0.616 -3.695 4.021  0.000
36 H -1.781 -2.351 4.250  0.000
37 H 1.522 0.096 -4.052  0.009
38 H 2.086 1.385 -2.945  0.000
39 H 1.752 -0.252 -2.305  -0.009
40 H -0.378 2.286 -4.783  0.006
41 H -1.595 2.818 -3.568  0.000
42 H 0.117 3.280 -3.362  0.004
43 C -1.506 4.614 3.256  0.039
44 C -2.329 3.725 2.541  0.143
45 C -1.791 2.934 1.529  0.260
46 C -0.424 2.971 1.215  -0.078
47 C 0.183 2.171 0.176  0.506
48 C 1.549 2.263 -0.078  0.174
49 C 2.357 3.160 0.655  0.057
50 C 1.812 3.927 1.670  0.439
51 C 0.429 3.862 1.968  -0.082
52 C -0.149 4.676 2.968  0.305
53 H -1.938 5.250 4.027  0.016
54 H -3.392 3.659 2.763  0.017
55 H -2.434 2.272 0.943  -0.032
56 H 1.992 1.634 -0.847  0.070
57 H 3.418 3.245 0.416  0.016
58 H 2.436 4.604 2.256  0.008
59 H 0.500 5.367 3.510  0.011

# 2
The following is a quantum chemistry calculation of 21 unconnected molecules or ions with the total composition H41O21 in a non-equilibrium geometry, from OMol25.

The net charge is -1. As for the gap between HOMO and LUMO: 7.8951 eV. The largest force on an atom comes out at 4.2 eV/Å. The relative energy (zero: lowest compared OMol25 entry of this formula, charge and spin) comes out at 5.707 eV. The HOMO energy comes out at -6.37 eV.

Last column: Löwdin charge in e.
Cartesian coordinates (Å):
1 O 3.262 -0.070 -0.309  -0.062
2 H 3.670 0.056 0.569  0.050
3 H 3.230 0.853 -0.614  0.030
4 O 4.254 2.402 -1.638  -0.034
5 H 1.374 -0.722 3.465  0.006
6 H 3.571 2.710 -1.045  0.025
7 O -0.985 -1.272 2.749  -0.275
8 H -0.521 -0.841 1.384  0.001
9 H -1.007 -2.049 3.303  0.006
10 O -2.815 0.322 3.284  -0.246
11 H -1.865 -0.416 3.211  0.020
12 H -0.561 1.469 -3.816  0.068
13 O -0.873 1.750 -0.478  -0.142
14 H -1.702 1.278 -0.578  -0.027
15 H -0.132 1.189 0.050  0.100
16 O 2.073 -2.268 0.157  -0.085
17 H 2.796 -1.609 0.050  0.010
18 H 1.275 -1.854 0.525  0.026
19 O -0.406 -0.659 0.371  -0.153
20 H 1.895 3.568 1.468  0.046
21 H 4.100 2.801 -2.502  0.058
22 O 2.465 3.075 2.083  -0.070
23 H -2.997 -0.209 4.077  0.011
24 H 2.459 3.800 2.787  0.116
25 O 3.648 -0.561 -3.242  -0.065
26 H 3.419 -1.189 -2.535  0.024
27 H 3.369 0.173 -2.687  -0.008
28 O -1.331 1.637 -4.397  -0.109
29 H -1.377 -0.533 0.423  0.015
30 H -1.841 1.549 -3.519  0.078
31 O -3.368 -1.051 1.181  -0.122
32 H -1.294 4.964 1.340  0.047
33 H -3.102 -0.413 1.951  -0.006
34 O -3.629 -3.046 -1.867  -0.085
35 H -2.814 -3.494 -2.219  0.054
36 H -3.792 -2.353 -2.540  0.029
37 O -3.737 0.849 -1.741  -0.055
38 H -3.862 0.462 -2.627  0.025
39 H -3.537 0.049 -1.233  0.024
40 O 4.190 1.645 1.463  -0.073
41 H 3.272 1.399 1.485  0.004
42 H 4.235 2.466 1.948  0.035
43 O -1.250 -4.146 -0.259  -0.072
44 H -2.128 -3.706 -0.146  0.041
45 H -0.502 -3.672 -0.605  -0.016
46 O -0.598 4.756 1.992  -0.062
47 H 0.058 4.577 1.299  0.013
48 O 2.461 -3.630 2.561  -0.074
49 H 3.025 -3.138 1.964  0.002
50 H 1.749 -3.978 2.010  0.028
51 O -2.444 -0.448 -4.297  -0.124
52 H -2.407 0.408 -4.848  0.051
53 H -1.803 -1.026 -4.739  0.047
54 O -3.256 2.964 1.240  -0.085
55 H -2.278 2.752 1.274  0.030
56 H -3.384 2.401 0.465  0.003
57 O 0.686 -2.896 -2.462  -0.081
58 H 1.490 -3.396 -2.739  0.055
59 H 0.986 -2.594 -1.585  -0.010
60 O 1.627 0.050 3.991  -0.078
61 H 0.903 0.624 3.703  0.025
62 H -3.943 -1.758 1.444  0.015

# 3
The following is a quantum chemistry calculation of a molecular structure, C39H54IrN5OS2Si in a non-equilibrium geometry, from OMol25.

The net charge is +2. As for the gap between HOMO and LUMO: 5.3972 eV. The largest force on an atom comes out at 5.1 eV/Å. The relative energy (zero: lowest compared OMol25 entry of this formula, charge and spin) comes out at 5.047 eV. The HOMO energy comes out at -11.77 eV.

Last column: Löwdin charge in e.
Cartesian coordinates (Å):
1 Ir -0.134 -0.405 0.241  1.198
2 N 0.054 0.089 2.700  -0.019
3 C 1.255 0.736 3.260  -0.253
4 C 2.424 -0.229 3.451  -0.176
5 C 2.779 -1.031 2.200  -0.188
6 C 3.144 -0.178 0.976  -0.205
7 N 2.165 -0.351 -0.110  -0.031
8 H -0.695 0.778 2.748  0.071
9 H -0.205 -0.682 3.313  0.100
10 H 1.028 1.182 4.237  0.135
11 H 1.524 1.549 2.585  0.030
12 H 2.177 -0.941 4.241  0.118
13 H 3.285 0.345 3.795  0.127
14 H 1.906 -1.633 1.948  0.059
15 H 3.602 -1.703 2.446  0.123
16 H 4.146 -0.437 0.621  0.134
17 H 3.157 0.873 1.259  0.070
18 H 2.374 -1.202 -0.622  0.093
19 H 2.247 0.409 -0.781  0.057
20 C -2.349 1.912 -5.327  -0.087
21 C -2.261 1.219 -3.990  -0.593
22 C -2.746 -0.212 -4.064  -0.099
23 C -2.971 2.015 -2.917  -0.104
24 Si -0.313 1.084 -3.368  0.455
25 O -0.210 0.378 -1.989  -0.410
26 C 0.403 0.053 -4.805  -0.239
27 C 0.854 -1.232 -4.533  -0.107
28 C 1.437 -1.994 -5.532  -0.087
29 C 1.552 -1.489 -6.816  -0.080
30 C 1.111 -0.206 -7.092  -0.067
31 C 0.538 0.561 -6.090  -0.119
32 C 0.404 2.848 -3.409  -0.239
33 C -0.067 3.873 -2.588  -0.145
34 C 0.545 5.117 -2.568  -0.070
35 C 1.653 5.358 -3.363  -0.078
36 C 2.137 4.350 -4.181  -0.087
37 C 1.514 3.116 -4.212  -0.105
38 H -3.393 2.165 -5.522  0.089
39 H -2.009 1.266 -6.132  0.072
40 H -1.788 2.846 -5.341  0.081
41 H -3.811 -0.217 -4.304  0.083
42 H -2.595 -0.727 -3.118  0.051
43 H -2.227 -0.767 -4.841  0.081
44 H -4.050 1.935 -3.069  0.082
45 H -2.709 3.068 -2.980  0.073
46 H -2.738 1.648 -1.921  0.040
47 H 0.748 -1.629 -3.535  0.083
48 H 1.798 -2.986 -5.306  0.100
49 H 1.978 -2.095 -7.602  0.107
50 H 1.206 0.202 -8.087  0.109
51 H 0.207 1.561 -6.327  0.098
52 H -0.905 3.691 -1.932  0.070
53 H 0.155 5.894 -1.927  0.112
54 H 2.137 6.321 -3.344  0.110
55 H 3.002 4.521 -4.803  0.111
56 H 1.905 2.341 -4.854  0.094
57 S 0.441 2.657 0.420  0.672
58 C 2.023 2.986 0.087  -1.121
59 N 2.621 2.716 -1.082  -0.035
60 C 3.976 3.192 -1.286  -0.188
61 C 4.538 3.621 0.073  -0.368
62 S 3.134 3.660 1.250  0.973
63 H 2.030 2.561 -1.895  0.095
64 H 3.974 4.033 -1.986  0.118
65 H 4.573 2.386 -1.723  0.130
66 H 4.970 4.619 0.049  0.083
67 H 5.276 2.923 0.463  0.078
68 N -2.010 0.467 0.429  0.052
69 C -3.176 0.483 0.366  -0.098
70 C -4.563 0.399 0.279  -0.228
71 C -5.148 -0.297 -0.799  -0.033
72 C -6.522 -0.368 -0.898  -0.034
73 C -7.330 0.252 0.045  -0.018
74 C -6.758 0.937 1.111  -0.033
75 C -5.386 1.016 1.237  0.006
76 H -4.520 -0.742 -1.555  0.108
77 H -6.969 -0.908 -1.719  0.124
78 H -8.403 0.213 -0.061  0.125
79 H -7.392 1.418 1.840  0.124
80 H -4.934 1.561 2.051  0.128
81 C -4.407 -4.093 1.026  0.017
82 N -3.703 -2.808 0.869  -0.164
83 C -2.946 -2.486 2.091  0.002
84 C -2.822 -2.759 -0.355  -0.095
85 C -1.473 -3.400 -0.166  -0.261
86 C -1.406 -4.783 -0.339  -0.043
87 C -0.221 -5.470 -0.173  -0.050
88 C 0.919 -4.748 0.123  -0.053
89 C 0.858 -3.368 0.235  -0.123
90 C -0.329 -2.632 0.119  -0.148
91 H -5.061 -4.057 1.896  0.117
92 H -3.680 -4.891 1.166  0.105
93 H -5.013 -4.312 0.149  0.117
94 H -4.413 -2.075 0.730  0.146
95 H -2.309 -3.330 2.346  0.119
96 H -3.630 -2.281 2.912  0.118
97 H -2.308 -1.621 1.906  0.059
98 H -2.659 -1.713 -0.612  0.081
99 H -3.363 -3.257 -1.162  0.146
100 H -2.291 -5.330 -0.632  0.118
101 H -0.183 -6.540 -0.301  0.119
102 H 1.866 -5.250 0.244  0.119
103 H 1.798 -2.876 0.418  0.063

# 4
The following is a quantum chemistry calculation of a single C3H6Cl2N2O molecule in a non-equilibrium geometry, from OMol25.

The SMILES is C/N=C(\NO)C(Cl)Cl. As for the gap between HOMO and LUMO: 10.5747 eV. The largest force on an atom comes out at 2.5 eV/Å. The relative energy (zero: lowest compared OMol25 entry of this formula, charge and spin) comes out at 1.790 eV. The HOMO energy comes out at -10.05 eV.

Last column: Löwdin charge in e.
Cartesian coordinates (Å):
1 C -1.417 0.023 1.647  -0.120
2 N -0.747 0.901 0.661  0.053
3 C -0.013 0.267 -0.153  -0.447
4 N 0.148 -1.196 -0.270  -0.022
5 O 1.513 -1.490 -0.556  -0.069
6 C 0.856 1.015 -1.236  -1.028
7 Cl 0.092 0.742 -2.865  0.554
8 Cl 1.013 2.735 -0.967  0.595
9 H -1.793 0.740 2.434  0.084
10 H -2.289 -0.473 1.278  0.062
11 H -0.737 -0.722 2.118  0.082
12 H -0.390 -1.271 -1.145  0.104
13 H 1.894 -1.816 0.243  0.086
14 H 1.871 0.544 -1.188  0.067

# 5
The following is a quantum chemistry calculation of 2 unconnected molecules or ions with the total composition H12Si5 in a non-equilibrium geometry, from OMol25.

As for the gap between HOMO and LUMO (alpha / beta): 5.4973 / 7.9449 eV. The largest force on an atom comes out at 3.2 eV/Å. The relative energy (zero: lowest compared OMol25 entry of this formula, charge and spin) comes out at 3.732 eV. The HOMO energy (alpha / beta) comes out at -7.60 / -9.42 eV.

Last column: Löwdin charge in e.
Cartesian coordinates (Å):
1 Si 1.969 1.917 -2.068  0.328
2 Si -2.391 0.579 0.748  0.348
3 Si -0.150 -2.480 1.199  0.333
4 Si 1.678 0.328 -0.410  0.352
5 Si -0.186 -0.170 0.981  -0.113
6 H 2.958 2.118 -3.180  -0.119
7 H 0.482 2.247 -2.437  -0.104
8 H 2.058 3.300 -1.439  -0.130
9 H -3.593 -0.289 0.411  -0.087
10 H -2.728 1.029 2.169  -0.104
11 H -2.483 1.741 -0.066  -0.145
12 H 0.622 -3.108 2.275  -0.130
13 H -1.307 -3.369 1.355  -0.127
14 H 0.444 -3.027 -0.066  -0.114
15 H 2.859 -0.469 -0.540  -0.171
16 H -0.948 -0.712 -1.249  0.046
17 H 0.717 0.364 2.317  -0.062

# 6
The following is a quantum chemistry calculation of 10 unconnected molecules or ions with the total composition C12H33N9O24P2 in a non-equilibrium geometry, from OMol25.

The SMILES is C=COC(=O)OPP(=O)(O)O.C[N+](=O)[O-].C[N+](=O)[O-].C[N+](=O)[O-].C[N+](=O)[O-].C[N+](=O)[O-].C[N+](=O)[O-].C[N+](=O)[O-].C[N+](=O)[O-].C[N+](=O)[O-]. As for the gap between HOMO and LUMO: 8.5108 eV. The largest force on an atom comes out at 1.2 eV/Å. The HOMO energy comes out at -9.08 eV.

Last column: Löwdin charge in e.
Cartesian coordinates (Å):
1 C 5.850 2.601 1.264  0.073
2 C 5.535 1.519 0.562  -0.218
3 O 5.092 0.335 1.183  0.015
4 C 3.770 0.284 1.404  -0.661
5 O 3.284 0.092 2.456  0.181
6 O 3.033 0.306 0.255  -0.292
7 P 2.550 1.726 -0.484  0.942
8 P 1.378 2.732 1.062  0.272
9 O 2.201 3.017 2.253  -0.310
10 O 0.891 4.021 0.278  -0.184
11 O 0.015 1.951 1.393  -0.172
12 H 6.069 2.582 2.326  0.085
13 H 5.941 3.550 0.745  0.074
14 H 5.647 1.465 -0.515  0.115
15 H 1.536 1.196 -1.278  -0.093
16 H 0.411 4.580 0.924  0.038
17 H 0.177 0.989 1.378  0.029
18 C 7.891 -1.735 1.797  0.052
19 N 8.791 -0.668 1.275  -0.445
20 O 8.353 0.463 1.233  0.066
21 O 9.901 -1.007 0.923  0.064
22 H 6.944 -1.279 2.062  0.081
23 H 7.774 -2.472 1.009  0.101
24 H 8.382 -2.176 2.658  0.100
25 C -2.050 0.641 -0.791  0.053
26 N -0.810 -0.172 -0.872  -0.425
27 O -0.328 -0.609 0.167  0.001
28 O -0.329 -0.332 -1.966  0.068
29 H -2.351 0.701 0.246  0.096
30 H -1.815 1.618 -1.204  0.081
31 H -2.795 0.136 -1.399  0.106
32 C -1.589 -4.264 0.812  0.057
33 N -2.369 -3.882 -0.397  -0.426
34 O -3.019 -4.738 -0.958  0.064
35 O -2.305 -2.723 -0.756  0.061
36 H -1.756 -5.316 1.009  0.100
37 H -0.543 -4.060 0.604  0.106
38 H -1.944 -3.649 1.633  0.081
39 C -0.061 2.911 -5.184  0.057
40 N -0.475 2.566 -3.797  -0.426
41 O 0.358 2.097 -3.052  0.028
42 O -1.634 2.774 -3.497  0.066
43 H 0.988 2.668 -5.293  0.097
44 H -0.682 2.330 -5.858  0.103
45 H -0.244 3.972 -5.317  0.101
46 C 0.087 -1.217 3.585  0.054
47 N -0.508 -2.573 3.729  -0.448
48 O -1.688 -2.659 4.011  0.056
49 O 0.229 -3.518 3.539  0.060
50 H -0.690 -0.486 3.778  0.099
51 H 0.898 -1.139 4.300  0.107
52 H 0.469 -1.147 2.573  0.078
53 C 0.963 6.628 3.756  0.074
54 N 0.372 7.016 2.445  -0.420
55 O -0.129 6.140 1.760  0.036
56 O 0.434 8.181 2.129  0.085
57 H 0.834 5.559 3.882  0.098
58 H 2.014 6.897 3.721  0.110
59 H 0.441 7.194 4.521  0.103
60 C -6.022 -5.459 -2.035  0.050
61 N -6.802 -5.057 -3.238  -0.444
62 O -7.467 -5.909 -3.799  0.046
63 O -6.731 -3.898 -3.585  0.067
64 H -6.197 -6.513 -1.863  0.070
65 H -4.975 -5.255 -2.234  0.077
66 H -6.375 -4.854 -1.206  0.105
67 C 1.744 7.234 -0.709  0.050
68 N 2.995 6.428 -0.726  -0.444
69 O 3.374 5.954 0.326  0.055
70 O 3.558 6.301 -1.793  0.060
71 H 1.362 7.253 0.296  0.039
72 H 1.995 8.233 -1.053  0.106
73 H 1.039 6.760 -1.384  0.106
74 C -9.186 -8.682 -2.475  0.049
75 N -8.090 -9.367 -1.733  -0.447
76 O -8.105 -10.575 -1.666  0.075
77 O -7.240 -8.647 -1.245  0.047
78 H -9.860 -9.439 -2.855  0.093
79 H -9.681 -8.018 -1.774  0.102
80 H -8.723 -8.109 -3.273  0.083